The following is a DFT calculation (wB97M-V/def2-TZVPD) of a structure of composition C45H51ClInN8O6S3 in a non-equilibrium geometry.

The HOMO energy comes out at -0.186 Ha. As for the net charge: -1. The maximum force is 0.0403 Eh/bohr. The gap between HOMO and LUMO is 6.965 eV. Its total energy is -121901.7993 eV.

```
115
Properties=species:S:1:pos:R:3:mulliken_charge:R:1
H 3.40 -4.65 1.82 0.314
H -4.80 4.21 0.12 0.514
H 8.38 -1.35 0.26 0.386
O -0.31 -0.11 3.50 -0.744
C -5.29 0.03 -5.13 -0.411
H 5.27 1.08 1.88 0.510
N -2.44 1.51 -0.70 -0.606
H 0.83 1.94 -4.39 0.353
H -5.46 0.80 -5.86 0.385
H 2.10 -5.43 2.72 0.377
C 1.13 2.90 1.47 -0.145
C -1.86 -1.91 3.77 0.369
C -0.07 2.81 -2.64 -0.517
O -0.70 -0.83 5.58 -0.772
H -4.65 5.48 4.53 0.372
H 4.42 2.63 0.63 0.409
C -3.37 2.85 0.98 0.762
H 0.56 3.70 -2.61 0.481
H -5.32 -3.09 -1.45 0.467
H 2.10 6.17 1.21 0.386
H 2.55 -3.13 3.76 0.456
H -3.93 3.79 6.20 0.417
C 1.01 -2.92 0.93 -0.056
C -0.54 -0.02 -2.99 -0.830
C -1.08 1.00 -3.99 -0.383
C -4.82 -1.96 -3.22 0.474
C -3.34 2.37 4.72 -0.598
H 0.86 -3.63 3.94 0.292
H -1.22 -0.87 -2.89 0.353
H 1.67 -5.07 -1.51 0.422
H -3.58 -0.77 -6.14 0.407
C 5.18 -1.00 -0.77 0.788
H 0.11 4.77 1.67 0.493
C 2.19 5.09 1.20 -0.710
N -0.31 0.54 -1.67 1.796
O -2.86 0.83 3.04 -0.585
H 7.57 0.29 1.95 0.401
C -4.49 -2.94 -2.13 -1.465
C 2.32 -4.84 1.84 -0.707
C 4.77 -2.04 -2.87 -1.242
O 0.35 -1.88 1.08 -0.438
S 4.39 0.18 4.78 -0.465
H -6.59 -1.23 -2.27 0.418
H 1.47 -2.26 -2.03 -0.035
N 1.16 -3.46 -0.32 0.374
H 0.85 -5.89 0.68 0.313
C 3.48 3.11 0.89 -0.567
C 7.35 -1.00 0.25 -0.776
C -0.17 2.23 -4.04 -1.119
H -4.43 5.02 2.15 0.302
H 6.84 -2.15 -1.47 0.444
C 6.90 -0.09 1.18 -1.214
H 1.52 0.39 1.00 -1.291
H 3.05 -4.30 -0.72 0.147
H 1.26 -2.02 3.30 -0.060
C -1.33 0.53 -0.72 -1.402
C 2.51 0.81 1.18 1.082
H -4.17 -3.90 -2.55 0.497
C -0.90 -0.87 4.38 0.786
H 1.51 1.48 -2.02 0.307
C 3.40 4.49 0.90 -1.006
C 4.68 -0.11 0.20 0.760
C 0.50 1.76 -1.69 0.304
N 1.60 -3.58 1.97 0.429
H -0.02 -1.95 -1.12 -0.368
Cl -2.22 -3.24 4.88 -0.240
H -2.08 1.30 -3.69 0.183
H 0.57 2.15 -0.68 -0.668
O 4.27 -1.36 -1.74 -0.089
O -0.01 2.28 1.67 -0.597
H 3.97 -2.04 -3.61 0.238
C 2.39 2.31 1.20 0.303
H -6.97 0.57 -3.90 0.396
H 2.52 -6.45 0.43 0.387
C -4.12 4.26 2.86 -0.987
H 0.43 -0.40 -3.35 0.336
H -2.79 -1.41 3.52 0.213
N -2.66 0.13 -1.06 -0.003
C -3.23 2.03 3.34 0.238
S -3.02 -2.44 -1.13 -0.029
H 4.27 5.09 0.67 0.406
H 5.64 -1.52 -3.29 0.474
N 3.35 0.27 0.12 0.572
H -1.15 0.53 -4.98 0.363
H 5.04 -3.07 -2.64 0.387
In -1.12 0.45 1.64 2.234
H -0.56 2.96 -4.75 0.490
C 1.56 -3.06 3.32 -0.908
C -5.92 -1.11 -3.10 -0.163
C 5.59 0.36 1.15 -0.731
C 0.66 -2.73 -1.47 -0.492
H -3.66 3.48 -1.03 0.373
N 2.88 0.33 2.48 -0.100
C 1.89 -5.57 0.58 -0.793
H 0.11 -3.41 -2.13 0.535
H -3.13 4.77 0.06 0.329
C -3.77 3.89 -0.03 -1.946
C 3.55 0.33 3.45 0.804
C 6.48 -1.45 -0.74 -0.438
C 2.00 -4.60 -0.58 -0.559
H -3.12 -2.48 -4.43 0.274
C 1.08 4.32 1.46 -1.041
C -3.60 3.04 2.39 0.798
H -1.40 -2.33 2.87 -0.320
H -3.01 1.62 5.44 0.476
C -3.98 -1.82 -4.32 0.001
C -4.23 -0.85 -5.28 -0.606
C -3.52 -0.78 -0.59 0.597
H -1.07 3.09 -2.29 0.110
C -3.84 3.57 5.14 -0.499
C -6.14 -0.11 -4.04 -0.730
H 2.83 -0.26 -0.56 0.131
C -4.25 4.53 4.20 -0.859
S -4.93 -0.50 0.18 -0.280
N -2.79 1.76 0.62 0.394
```

=====

The following is a DFT calculation (wB97M-V/def2-TZVPD) of a structure of composition C45H51ClInN8O6S3.

The HOMO energy comes out at -0.177 Ha. As for the net charge: -1. The maximum force is 0.0144 Eh/bohr. The gap between HOMO and LUMO is 7.015 eV. Its total energy is -121904.3119 eV.

```
115
Properties=species:S:1:pos:R:3:mulliken_charge:R:1
H -1.85 0.63 -4.90 0.575
C 2.14 -0.30 2.84 0.002
S 4.18 -2.14 -0.23 -0.461
C -3.40 -2.16 6.60 -0.408
H -4.61 -0.91 0.25 0.386
N -1.27 2.09 -2.12 0.191
H -2.80 -3.61 -5.11 0.279
C -2.08 5.85 -0.77 0.761
C 3.86 -0.79 4.51 -0.539
H 6.39 1.16 -2.39 0.295
N 3.93 0.57 -3.36 0.413
C -1.93 5.93 -3.18 -0.658
H -4.33 -2.00 7.13 0.415
N 1.70 1.15 -2.44 -0.491
O -0.51 -1.81 1.12 -0.776
H 1.56 -3.20 -3.79 0.549
H -0.22 -5.03 -4.30 0.317
H 6.95 1.99 -3.85 0.348
H 5.79 -2.16 -4.07 0.338
O -2.26 -0.01 -0.25 0.045
C -1.70 -1.44 5.04 -0.253
H 0.94 -2.02 -4.97 0.402
H 6.52 -0.05 -5.20 0.319
H 0.93 -1.65 -3.23 -0.476
H -0.46 5.23 0.50 0.350
H -1.74 6.12 1.33 0.555
H 4.56 2.55 -3.28 0.425
C -1.54 5.39 0.55 -1.275
C 0.55 -3.91 0.75 -0.027
C -0.62 -3.07 1.28 0.571
C 0.80 -2.43 -3.97 -0.730
H 4.90 -0.89 4.78 0.385
H -0.41 -3.94 -5.68 0.349
H -1.41 5.67 -4.09 0.389
O -0.96 -1.84 -1.94 -0.703
H 3.16 -1.23 6.54 0.411
H -2.30 -5.62 -2.87 0.282
C -1.03 -2.63 5.23 0.152
H 4.28 -0.29 2.48 0.459
C -1.48 2.71 0.06 0.271
H -5.08 1.21 5.72 0.244
C -2.91 -1.21 5.72 0.823
C -0.15 -0.21 3.51 -0.491
H -4.05 -3.40 -1.28 0.390
C 4.17 -0.77 -3.89 -0.153
C -4.76 0.23 6.06 -1.020
C -1.13 0.78 -4.09 -1.611
C -3.22 -0.02 -1.12 0.309
C -4.12 0.34 -3.36 -0.620
C 4.84 1.62 -3.79 -0.797
C -5.52 -0.63 -1.68 -0.440
H -2.11 0.01 3.67 0.399
H -4.64 0.25 7.15 0.374
C -4.49 -0.54 -0.77 -0.945
Cl 0.11 -4.69 -0.82 -0.215
H -4.72 7.52 -2.10 0.358
S -2.28 3.85 1.19 -0.184
S -0.06 1.92 0.72 -0.305
C -2.71 -4.68 -3.26 -0.608
H -3.07 -4.08 7.50 0.377
C -1.26 -2.76 -2.70 -0.357
C 1.14 -0.53 3.89 0.315
C 1.55 -0.87 5.22 -0.532
H 5.70 -1.32 -2.53 0.070
H -3.80 -4.76 -3.21 0.354
C 2.86 -1.00 5.53 -0.725
C -2.97 -3.49 -1.13 -1.066
C -3.79 6.97 -2.06 -0.509
H 3.99 -0.77 -4.98 0.267
O 1.83 -0.03 1.68 -0.166
H -6.14 -0.28 -3.72 0.405
H 4.73 1.79 -4.87 0.346
H 0.74 -4.72 1.45 0.517
H -5.53 -0.50 5.79 0.397
C 2.68 -1.68 -0.63 0.398
C -0.78 -4.16 -4.67 -0.571
C 6.59 -0.14 -4.10 -0.773
C -3.12 6.65 -3.24 -0.416
H -0.97 -4.50 6.26 0.389
H -0.50 4.96 -1.91 0.269
H 7.61 -0.43 -3.87 0.360
C -3.27 6.57 -0.84 -0.408
H -2.75 -4.38 -0.55 0.392
H -3.80 6.80 0.08 0.354
C 2.74 0.89 -2.87 0.150
C -5.34 -0.21 -3.00 -0.976
H -3.98 0.71 -4.37 0.358
H 0.80 -0.99 5.99 0.484
C -1.83 1.17 -2.82 0.368
N -1.98 2.66 -1.11 -0.193
H -3.53 6.95 -4.19 0.369
In -0.12 -0.29 -0.35 2.342
N -2.31 -3.57 -2.43 0.660
H 1.44 -3.32 0.58 -0.244
H -0.25 0.36 2.59 0.449
C -1.41 5.54 -1.95 -0.120
C -2.26 -4.46 -4.69 -0.780
O -1.56 -3.65 1.80 -0.670
H 3.46 -1.45 -3.43 -0.095
H -6.47 -1.04 -1.37 0.408
C -2.69 -3.34 6.81 -0.766
N -1.32 -0.44 4.11 0.162
H -0.13 -2.82 4.66 0.506
H -0.42 1.56 -4.37 0.388
C 5.60 -1.19 -3.61 -0.472
C 6.27 1.22 -3.48 -0.615
O -3.54 -0.04 5.41 -0.350
H -2.61 -2.62 -0.59 -0.053
H -0.59 -0.16 -3.96 0.036
N 1.60 -1.38 -0.98 -0.703
N -0.53 -3.00 -3.85 0.551
H -2.48 -5.34 -5.30 0.378
C 3.53 -0.45 3.25 -0.850
C -3.08 0.49 -2.44 0.697
C -1.51 -3.57 6.12 -1.049
```

=====

The following is a DFT calculation (wB97M-V/def2-TZVPD) of a structure of composition C45H51CuGeN7OP2S2Se2 in a non-equilibrium geometry.

The HOMO energy (alpha / beta) comes out at -0.015 / -0.059 Ha. As for the net charge: -2. The maximum force is 0.0475 Eh/bohr. The gap between HOMO and LUMO (alpha / beta) is 4.276 / 5.471 eV. Its multiplicity is 2. Its total energy is -332069.0520 eV.

```
112
Properties=species:S:1:pos:R:3:lowdin_spin:R:1
H -0.76 -2.84 7.12 0.000
Se -0.32 -0.51 -2.13 0.010
C 0.24 6.92 -1.55 0.000
N 1.01 -5.34 3.32 0.000
C -3.13 3.29 -0.44 0.000
C 0.89 -2.89 3.29 0.000
C -0.56 6.66 -0.45 0.000
C -4.30 -0.88 -1.65 0.001
C 1.45 6.26 -1.68 0.000
C -3.25 4.30 -1.38 0.001
C -1.97 2.54 -0.38 0.001
C 1.33 -4.07 2.83 0.000
C -1.35 4.33 4.42 0.000
Cu -0.35 -1.23 0.49 0.002
C -1.03 3.82 -2.18 0.001
H -4.27 -1.14 -3.81 0.001
H 3.28 -6.07 1.71 0.000
H -1.90 -0.62 5.28 0.000
Se 3.81 4.57 2.06 0.000
H -2.92 -0.23 -3.15 0.000
N 1.52 1.64 2.68 0.000
H -4.17 4.89 -1.44 0.000
N -2.74 -2.28 -2.98 0.017
H 2.86 4.92 -0.77 0.000
H -4.99 -1.70 -1.44 0.000
H 3.23 2.27 -0.31 0.000
C 4.12 3.35 -3.39 0.001
C -2.21 4.56 -2.25 0.000
H -2.41 -4.09 -5.01 0.001
H 0.28 -6.41 1.63 0.001
H -0.09 7.62 -2.31 0.000
S -1.87 -2.86 0.48 0.010
C -3.43 -3.54 -3.21 0.007
S -0.58 -4.35 -0.04 0.038
H -0.49 -0.12 4.31 0.000
C -3.57 -1.09 -2.97 0.001
H 5.17 3.13 -1.52 0.000
H 2.28 -5.27 -6.27 -0.003
C 3.52 -5.61 -4.54 0.134
H 4.50 -5.78 -2.64 -0.003
C -0.15 5.76 0.52 0.000
H -1.79 -4.93 4.70 0.000
C -1.41 -2.27 -2.72 0.043
H -4.87 0.05 -1.68 0.000
H -2.29 5.36 -2.98 0.000
H -1.89 1.72 0.33 0.000
C 0.71 4.55 3.19 0.000
C 1.13 5.53 4.08 0.000
C 4.23 3.00 -2.04 0.000
C 1.37 2.38 1.55 0.000
C 1.82 2.66 -3.36 0.001
C 3.62 -5.43 -3.16 0.005
C -0.92 5.32 5.31 0.000
C 1.18 -6.31 2.24 0.001
H 2.01 -3.64 0.98 0.000
C -1.29 -0.85 4.40 0.000
H -2.30 3.85 4.57 0.000
C 2.61 -4.81 -2.45 0.094
H -3.98 -4.88 -4.82 0.000
H -3.58 -0.83 -0.84 0.000
H 2.09 6.45 -2.54 0.000
N -0.78 -3.40 -2.95 0.115
H -1.91 -0.81 3.51 0.000
N 0.71 0.33 1.15 0.001
H 1.29 -1.99 2.83 0.000
H -4.45 -3.44 -2.83 0.001
N 2.23 -4.24 1.76 0.000
C 3.13 2.52 -1.36 0.001
H -2.17 -4.04 3.19 0.000
C 1.88 5.38 -0.70 0.000
C 1.90 2.37 -2.00 0.001
N 1.12 0.42 2.42 0.000
C -2.00 -3.94 4.26 0.000
C 1.36 -4.52 -4.50 0.096
C 1.08 5.12 0.41 0.000
C 1.44 -4.34 -3.09 0.059
H 0.83 -2.19 6.68 0.000
C 0.32 5.92 5.13 0.000
H -3.94 3.08 0.24 0.000
H 2.83 3.39 -5.10 0.000
H -0.22 4.06 -2.85 0.000
C 2.91 3.16 -4.04 0.000
H -1.56 5.61 6.14 0.000
Ge -0.53 -2.65 4.55 0.000
C -3.43 -3.95 -4.68 0.003
H 0.66 6.67 5.83 0.000
P 0.46 1.58 -1.20 0.005
O 0.58 -3.56 -1.03 0.047
H 4.31 -6.09 -5.10 0.011
H 2.16 -5.82 0.35 0.001
H 0.11 -5.37 3.77 0.000
H 0.52 -3.92 6.52 0.000
H 2.11 5.97 3.94 0.000
C -0.53 3.95 3.37 0.000
C 0.07 -2.92 6.42 0.000
H 4.98 3.73 -3.92 0.000
P 1.76 4.10 1.77 0.000
H -1.53 7.15 -0.34 0.000
C 0.40 -3.70 -2.38 0.271
C -0.90 2.80 -1.25 0.001
H 1.47 -7.29 2.63 0.000
C 2.37 -5.14 -5.19 0.005
H -0.85 3.16 2.70 0.000
C 2.30 -5.66 1.42 0.000
H -2.93 -4.31 -2.61 0.002
H -2.91 -3.57 4.73 0.000
H 2.71 -4.67 -1.38 0.007
H -0.79 5.57 1.38 0.000
H 0.90 2.46 -3.90 0.000
C 0.86 1.54 0.56 0.000
H -3.90 -3.18 -5.29 0.000
H 0.48 -4.15 -5.00 0.008
```

=====

The following is a DFT calculation (wB97M-V/def2-TZVPD) of a structure of composition C45H53As3BCl3N7O2Se2Tb in a non-equilibrium geometry.

The HOMO energy (alpha / beta) comes out at -0.251 / -0.252 Ha. The maximum force is 0.0456 Eh/bohr. The gap between HOMO and LUMO (alpha / beta) is 6.471 / 6.516 eV. Its multiplicity is 7. Its total energy is -435934.4898 eV.

```
117
Properties=species:S:1:pos:R:3:lowdin_spin:R:1
C 6.75 1.55 -2.34 0.000
H -0.06 -5.87 1.00 0.000
C -0.26 0.82 4.50 -0.001
C -0.03 1.76 -3.58 0.000
C -0.52 5.66 1.94 0.000
C -2.44 2.40 5.08 0.000
C 0.15 1.27 -2.14 0.000
H -0.48 1.00 -4.21 0.000
N -2.63 -0.85 -2.04 0.001
N 1.86 -2.56 -1.08 -0.002
C -0.68 -2.79 -4.86 0.000
H 3.76 2.17 1.22 0.000
C -3.87 1.00 0.91 0.000
Tb -0.35 -1.92 -0.50 6.088
C -1.68 -3.73 -3.17 0.000
As -0.04 1.47 1.65 0.000
H -2.96 4.89 -0.29 0.000
H 2.06 2.01 2.98 0.000
C 0.06 4.37 2.07 0.000
C 3.92 -3.42 -1.21 0.000
As 2.80 1.17 -0.83 0.000
H 2.87 -2.99 0.71 0.000
H 4.91 -3.81 -0.92 0.000
H -1.01 -6.63 3.85 0.000
H 0.87 4.23 2.77 0.000
H -4.93 1.05 0.73 0.000
C -1.61 -4.04 3.52 0.000
C 2.72 2.20 0.86 0.000
H 5.39 0.10 -1.49 0.000
H 2.09 2.46 -4.25 0.000
C 2.91 -2.98 -0.35 0.000
H 1.46 -4.42 2.03 0.000
H -3.40 1.36 0.00 0.000
Se -1.88 -4.26 0.19 -0.024
C -4.15 0.07 -3.96 0.000
H 2.45 3.23 0.76 0.000
H -3.30 3.01 5.36 0.000
C -1.53 3.58 0.45 0.000
N -0.58 -3.17 -2.69 -0.002
C 1.54 1.79 -3.55 0.000
H -0.28 -2.51 -5.79 0.000
H -4.98 -1.78 -0.38 0.000
O 1.05 -6.81 3.27 0.000
H -2.48 1.51 7.03 0.000
C 6.93 2.93 -2.58 0.000
H -5.65 -1.42 1.26 0.000
B 1.41 -2.03 -3.54 0.001
H 2.17 -2.12 -4.51 0.000
H -2.36 -0.74 3.59 0.000
H 7.45 0.75 -2.54 0.000
C 1.87 1.53 1.99 0.000
H 7.88 3.34 -2.97 0.000
H 6.06 4.82 -2.40 0.000
H -3.71 -1.85 3.37 0.000
C -3.31 -0.89 3.09 -0.001
H -1.93 2.83 -0.25 0.000
O -1.17 -3.46 4.76 -0.001
H 2.60 0.05 -4.54 0.000
C 0.49 4.40 -2.30 0.000
C -0.95 -5.41 1.48 -0.004
C -0.55 4.24 -3.33 0.000
C 0.81 -3.91 2.69 -0.006
H 0.75 -7.36 2.56 0.000
C -1.91 2.41 3.80 0.000
C 1.42 2.08 -2.00 0.000
H -2.53 -3.82 -5.24 0.000
Cl -4.92 1.56 -3.30 0.000
H 0.20 -5.57 4.68 0.000
C -1.62 5.88 1.12 0.000
C 1.24 3.50 -1.70 0.000
C 5.53 1.14 -1.78 0.000
C -4.83 -1.84 0.70 0.000
Se 0.50 -2.03 2.16 -0.045
Cl -5.37 -1.06 -4.45 0.000
H -4.67 -2.88 0.94 0.000
H 0.51 5.40 -1.87 0.000
H -1.12 5.11 -3.62 0.000
H 3.87 -3.52 -3.44 0.000
N 0.39 -0.19 -2.19 -0.003
C 3.42 -3.30 -2.49 0.001
C -2.12 4.80 0.37 0.000
H -0.63 1.38 -1.40 0.000
H -2.34 3.07 3.04 0.000
H -3.94 -0.10 3.41 0.000
H -1.96 -3.29 2.84 0.000
C -0.80 1.60 3.49 0.000
H 0.58 0.20 4.26 -0.001
H -2.06 6.88 1.06 0.000
C -1.96 1.52 6.05 0.000
C -0.85 0.77 5.76 0.000
H -1.50 2.98 -4.61 0.000
C 5.91 3.80 -2.20 0.000
C -3.32 -0.50 -2.87 0.000
C -0.45 3.32 1.30 0.000
N 0.06 -2.66 -3.76 0.000
C -1.79 -3.50 -4.55 0.000
H -2.45 -4.71 3.74 0.000
H -0.11 6.53 2.47 0.000
H 3.92 4.12 -1.47 0.000
C 1.93 0.37 -3.80 0.001
H 1.85 3.92 -0.93 0.000
H 2.15 0.45 2.04 0.000
N 1.29 -0.51 -3.14 0.000
C 4.49 2.03 -1.47 0.000
As -3.18 -0.83 1.15 0.000
Cl -3.10 0.44 -5.36 0.000
N 2.21 -2.76 -2.39 0.000
C -0.46 -4.81 2.85 0.000
C -0.07 -6.03 3.72 0.000
H -0.85 -2.56 4.51 -0.001
C 4.71 3.40 -1.67 0.000
H -3.62 1.68 1.74 0.000
C -0.70 3.05 -3.89 0.000
H -0.46 0.05 6.55 0.000
H -2.38 -4.22 -2.51 0.000
H 1.30 -3.84 3.64 -0.002
H -1.69 -6.19 1.63 -0.001
```